[1]
The following is a DFT calculation (ωB97M-V/def2-TZVPD) of C3H6N2O in the gas phase.

Structure (XYZ):
```
12
Properties=species:S:1:pos:R:3:forces:R:3
C -1.534753 -0.327126 0.135136 0.25 -2.25 0.25
N 0.517829 -1.402450 -0.078459 -0.75 -0.67 0.11
H -1.466206 0.511646 0.835761 -0.29 -0.47 0.18
H 1.449940 2.055333 0.125492 0.25 -0.77 0.07
C 1.731566 -1.165036 0.093779 3.08 -2.10 0.53
H -2.244707 -0.120751 -0.647044 -0.48 0.34 -0.11
H 2.446270 -2.057841 0.212613 -0.96 1.99 0.09
H -1.809636 -1.369464 0.581794 0.30 2.06 -0.22
O 2.262104 0.104624 0.212664 -0.25 0.25 -0.14
H 1.578471 1.110724 -1.416704 -0.07 -0.13 -2.76
C 1.567004 1.096532 -0.401498 -0.96 -0.60 2.66
N -0.250845 -0.489632 -0.538420 -0.13 2.35 -0.68
```
Positions in Å, forces in eV/Å.

Results
E_HOMO (alpha / beta) ... -8.0 / -8.1 eV
Maximum force ... 3.77 eV/Å
Relative energy (zero: lowest compared OMol25 entry of this formula, charge and spin) ... 126.7 kcal per mole
Kohn-Sham gap (alpha / beta) ... 8.31 / 8.65 eV

Here are the Löwdin charges for atoms 1 to 5, given in e: number 1, C, carries -0.116; number 2, N, carries -0.028; number 3, H, carries 0.071; number 4, H, carries 0.087; number 5, C, carries -0.216



[2]
The following is a DFT calculation (ωB97M-V/def2-TZVPD) of a molecular structure, C3H6N2O.

Structure (XYZ):
```
12
Properties=species:S:1:pos:R:3:forces:R:3
C 1.157105 0.129953 0.216059 0.42 -0.02 0.04
H 0.638590 1.523712 -1.433669 -0.05 -0.09 0.02
H 0.347595 0.873570 0.987270 0.06 -0.02 0.02
C -0.720176 0.663206 -0.260281 -0.15 -0.09 -0.06
H 0.772067 -1.799958 -0.177713 0.00 0.05 0.08
N 0.473903 -1.116810 0.516091 0.05 -0.03 -0.07
C -0.917562 -0.708643 0.339116 -0.14 0.10 0.06
H -1.477400 1.448068 -0.227976 0.12 -0.10 0.01
H -1.451588 -1.351838 -0.369780 0.07 0.08 0.06
H -1.467638 -0.673709 1.283954 0.08 0.01 -0.14
N 0.306607 0.615883 -1.120853 -0.05 0.18 -0.04
O 2.338498 0.396565 0.247782 -0.41 -0.07 0.02
```
Positions in Å, forces in eV/Å.

Results
E_HOMO ... -8.9 eV
Maximum force ... 0.42 eV/Å
Relative energy (zero: lowest compared OMol25 entry of this formula, charge and spin) ... 105.2 kcal per mole
Kohn-Sham gap ... 8.86 eV

Here are the Löwdin charges for atoms 1 to 5, given in e: number 1, C, carries -0.613; number 2, H, carries 0.117; number 3, H, carries 0.185; number 4, C, carries -0.142; number 5, H, carries 0.124



[3]
The following is a DFT calculation (ωB97M-V/def2-TZVPD) of C3H6N2O in the gas phase.

Structure (XYZ):
```
12
Properties=species:S:1:pos:R:3:forces:R:3
C -0.415042 0.415649 0.109886 -2.53 -0.02 1.32
H -1.189994 1.173128 0.407751 0.67 -0.65 0.27
N 0.629651 -0.076337 -1.773313 0.80 5.37 -3.12
C -0.991012 -0.736955 -0.574162 1.36 0.75 -0.03
H 1.061024 0.512168 1.478062 0.87 -0.06 0.14
N 0.462669 1.019030 -0.836539 1.19 -0.75 -2.92
H 1.208834 -0.662068 -1.303500 2.11 -2.76 1.93
O -1.810936 -1.516736 -0.508603 -4.34 -2.90 0.87
C 0.358717 -0.260603 1.206841 -0.30 1.67 3.34
H -0.165598 -0.417154 2.201555 -0.08 0.03 -1.48
H -0.007837 1.720757 -1.401882 -0.15 0.02 0.35
H 0.859524 -1.170879 0.993904 0.40 -0.70 -0.67
```
Positions in Å, forces in eV/Å.

Results
2S+1 ... 3
E_HOMO (alpha / beta) ... -5.8 / -9.9 eV
Maximum force ... 6.26 eV/Å
Relative energy (zero: lowest compared OMol25 entry of this formula, charge and spin) ... 36.5 kcal per mole
Kohn-Sham gap (alpha / beta) ... 6.89 / 8.91 eV

Here are the Löwdin charges for atoms 1 to 5, given in e: number 1, C, carries -0.420; number 2, H, carries 0.173; number 3, N, carries 0.095; number 4, C, carries -0.266; number 5, H, carries 0.079



[4]
The following is a DFT calculation (ωB97M-V/def2-TZVPD) of 2 unconnected molecules or ions with the total composition C3H6N2O2.

Structure (XYZ):
```
13
Properties=species:S:1:pos:R:3:forces:R:3
H 0.386038 -1.227252 1.843674 -1.21 2.04 2.00
N 1.760895 -1.053345 -0.795792 0.08 0.53 1.51
C -2.859962 1.533028 0.522369 -1.32 0.44 -1.15
O 0.742847 -1.639533 1.111190 2.16 -2.17 -3.38
H 1.666388 0.790550 -1.667507 0.81 -1.49 -0.14
H 2.345166 -1.852203 -0.654351 -0.20 -1.36 0.24
C 2.184764 -0.220166 -1.693902 -0.96 2.97 -1.20
O -1.248060 0.564954 2.081230 0.69 -0.48 0.28
H 2.615435 -0.549287 -2.603411 0.60 -0.52 -0.33
C -1.944637 1.025742 1.286512 0.18 0.77 0.42
N 0.903253 -0.669260 0.076818 -1.33 0.05 1.26
H -2.875121 2.528736 -0.030654 0.15 -1.89 0.99
H -3.677007 0.768035 0.523823 0.35 1.10 -0.49
```
Positions in Å, forces in eV/Å.

Results
E_HOMO (alpha / beta) ... -7.3 / -7.3 eV
Maximum force ... 4.56 eV/Å
Relative energy (zero: lowest compared OMol25 entry of this formula, charge and spin) ... 161.3 kcal per mole
Kohn-Sham gap (alpha / beta) ... 8.20 / 8.23 eV

Here are the Löwdin charges for atoms 1 to 5, given in e: number 1, H, carries 0.009; number 2, N, carries -0.133; number 3, C, carries -0.009; number 4, O, carries -0.059; number 5, H, carries 0.089



[5]
The following is a DFT calculation (ωB97M-V/def2-TZVPD) of 2 unconnected molecules or ions with the total composition C3H6N2O2.

Structure (XYZ):
```
13
Properties=species:S:1:pos:R:3:forces:R:3
O 1.300589 -1.635712 0.369917 1.02 1.45 0.15
H 0.595096 2.059463 -0.692133 0.33 -0.60 1.28
H 0.878600 -0.138844 -1.103547 0.28 -0.27 -0.13
C 0.511224 1.770575 0.427504 -0.18 1.81 -2.40
O -2.347856 -0.394627 -0.774110 -0.25 -0.90 -0.64
N 0.071927 0.502591 0.680065 -1.00 -2.99 1.43
C 0.004730 -1.852748 -0.093125 0.46 -2.06 -1.51
H 1.487361 1.844952 0.910151 0.01 0.76 0.14
C 0.515418 -0.498010 -0.139389 0.89 0.29 -1.51
H 0.033792 -2.518478 -1.059171 -0.85 1.31 1.99
H -0.543101 -2.042098 0.800960 -1.50 -0.68 -0.13
H -0.291641 2.400654 0.778371 0.43 0.92 0.70
N -2.216137 0.502281 -0.105487 0.35 0.98 0.65
```
Positions in Å, forces in eV/Å.

Results
E_HOMO (alpha / beta) ... -9.1 / -8.5 eV
Maximum force ... 3.46 eV/Å
Relative energy (zero: lowest compared OMol25 entry of this formula, charge and spin) ... 174.3 kcal per mole
Kohn-Sham gap (alpha / beta) ... 9.24 / 7.82 eV

Here are the Löwdin charges for atoms 1 to 5, given in e: number 1, O, carries -0.033; number 2, H, carries 0.106; number 3, H, carries 0.140; number 4, C, carries -0.186; number 5, O, carries 0.029



[6]
The following is a DFT calculation (ωB97M-V/def2-TZVPD) of C3H6N2O2 in the gas phase.

Structure (XYZ):
```
13
Properties=species:S:1:pos:R:3:forces:R:3
O 1.088922 -0.812645 -0.491507 -1.44 -0.70 -0.87
H 1.651805 1.239183 0.989276 -0.09 -0.21 -0.17
H -1.760099 0.308336 -0.005696 -0.33 0.76 0.56
C 0.202844 0.038712 0.013342 -1.11 -0.03 -0.14
O 0.182103 2.983094 2.028015 0.04 -0.47 -0.32
C -0.184532 2.053266 1.350763 0.09 0.06 0.05
N -0.991847 -0.249482 -0.291865 -0.71 0.67 0.51
H -1.244310 1.870739 1.109563 0.17 0.06 0.06
H 0.985042 -2.202713 -1.922880 0.42 -0.81 -0.23
H -0.053361 -2.653362 -0.480869 0.34 0.08 -0.17
C 0.195844 -1.927970 -1.255913 1.37 -0.03 0.20
N 0.666220 1.109510 0.795448 0.05 -0.18 -0.15
H -0.738629 -1.756668 -1.837677 1.20 0.81 0.67
```
Positions in Å, forces in eV/Å.

Results
E_HOMO ... -10.0 eV
Maximum force ... 1.82 eV/Å
Relative energy (zero: lowest compared OMol25 entry of this formula, charge and spin) ... 62.2 kcal per mole
Kohn-Sham gap ... 10.82 eV

Here are the Löwdin charges for atoms 1 to 5, given in e: number 1, O, carries -0.032; number 2, H, carries 0.158; number 3, H, carries 0.044; number 4, C, carries -0.532; number 5, O, carries 0.050



[7]
The following is a DFT calculation (ωB97M-V/def2-TZVPD) of 3 unconnected molecules or ions with the total composition C3H6N2O2.

Structure (XYZ):
```
13
Properties=species:S:1:pos:R:3:forces:R:3
O -0.909975 -0.814422 1.157931 -0.23 -0.24 -0.40
C 0.116269 -0.547197 2.081682 0.00 0.74 0.82
H -1.697179 1.403674 -0.135269 0.05 -0.34 -0.01
C -0.772571 1.127303 -1.913756 -1.63 2.45 0.50
H -0.630044 -0.715973 0.226281 0.29 -0.12 1.09
N -0.904815 1.433714 -0.752550 0.53 -0.54 -0.26
H 1.096386 -1.002832 1.954975 -0.02 -0.27 -0.81
N 1.027336 -1.201646 -0.794950 0.08 0.98 -1.48
O -0.657175 1.176953 -3.072644 0.67 -1.15 -0.31
C 1.317010 -0.488182 -1.660096 0.93 -1.77 1.55
H 0.278355 0.536909 2.213712 -0.01 -0.19 -0.18
H -0.202272 -0.919963 3.056202 -0.33 0.00 -0.06
H 1.938676 0.011662 -2.361516 -0.32 0.45 -0.45
```
Positions in Å, forces in eV/Å.

Results
E_HOMO ... -10.0 eV
Maximum force ... 2.98 eV/Å
Relative energy (zero: lowest compared OMol25 entry of this formula, charge and spin) ... 73.2 kcal per mole
Kohn-Sham gap ... 10.50 eV

Here are the Löwdin charges for atoms 1 to 5, given in e: number 1, O, carries -0.168; number 2, C, carries -0.202; number 3, H, carries 0.100; number 4, C, carries -0.450; number 5, H, carries 0.000



[8]
The following is a DFT calculation (ωB97M-V/def2-TZVPD) of C3H6N2O2 in the gas phase.

Structure (XYZ):
```
13
Properties=species:S:1:pos:R:3:forces:R:3
O 1.211097 -1.012953 -3.006915 -0.65 -0.07 1.76
H -1.032468 -2.214514 0.265460 0.26 0.05 -0.14
H -0.960009 2.537840 0.763432 0.07 0.01 0.00
C -0.270928 -1.460539 0.045363 0.28 0.59 0.58
N 1.049573 -0.880386 -1.833290 0.42 0.00 -0.77
H 1.140832 0.513701 1.057234 0.13 -0.09 -0.02
N -0.106570 2.140698 1.125236 -0.11 0.35 0.05
C -0.735226 -0.079154 0.369476 0.25 -0.33 0.01
H 0.690104 2.755146 1.050084 -0.16 -0.07 0.05
H 0.652600 -1.692043 0.589376 -0.19 -0.07 -0.03
C 0.127831 0.820169 0.833661 0.14 0.00 0.05
O -0.023591 -1.607984 -1.360069 -0.12 -0.54 -1.49
H -1.743243 0.180019 0.100951 -0.32 0.17 -0.04
```
Positions in Å, forces in eV/Å.

Results
E_HOMO ... -8.6 eV
Maximum force ... 1.88 eV/Å
Relative energy (zero: lowest compared OMol25 entry of this formula, charge and spin) ... 107.7 kcal per mole
Kohn-Sham gap ... 9.18 eV

Here are the Löwdin charges for atoms 1 to 5, given in e: number 1, O, carries 0.032; number 2, H, carries 0.120; number 3, H, carries 0.091; number 4, C, carries -0.211; number 5, N, carries -0.049



[9]
The following is a DFT calculation (ωB97M-V/def2-TZVPD) of 2 unconnected molecules or ions with the total composition C3H6N2O2.

Structure (XYZ):
```
13
Properties=species:S:1:pos:R:3:forces:R:3
O 1.503133 2.729484 -0.610838 -0.86 -0.86 -2.71
H 3.158333 3.037086 0.420794 3.68 -0.47 -0.34
H -2.170461 -2.574224 0.912968 0.55 -0.69 0.42
H -2.887897 -2.522224 -0.707768 0.30 0.10 0.00
H 1.670504 3.598788 1.111605 -0.42 0.83 0.71
C -2.301383 -1.981069 0.035840 -0.73 0.96 -0.28
C -0.530256 -0.504502 -0.106121 1.23 1.19 -0.18
H -2.871062 -1.095551 0.403286 0.53 -0.30 -0.70
O -1.004277 -1.596352 -0.554521 -2.12 -1.53 0.34
N -0.609700 1.551862 1.043049 -0.45 2.66 0.37
N -0.865880 0.567498 0.345736 0.77 -1.06 -0.68
H -0.677587 2.429481 0.441479 -0.13 -1.37 0.77
C 2.164317 3.162704 0.255425 -2.37 0.54 2.27
```
Positions in Å, forces in eV/Å.

Results
E_HOMO ... -8.1 eV
Maximum force ... 3.73 eV/Å
Relative energy (zero: lowest compared OMol25 entry of this formula, charge and spin) ... 158.7 kcal per mole
Kohn-Sham gap ... 8.69 eV

Here are the Löwdin charges for atoms 1 to 5, given in e: number 1, O, carries 0.016; number 2, H, carries 0.046; number 3, H, carries 0.076; number 4, H, carries 0.090; number 5, H, carries 0.073



[10]
The following is a DFT calculation (ωB97M-V/def2-TZVPD) of C3H6N2O2 in the gas phase.

Structure (XYZ):
```
13
Properties=species:S:1:pos:R:3:forces:R:3
H 3.339675 -0.050366 -0.430425 -0.30 0.53 0.13
C -2.179442 0.147413 -0.068508 -0.63 1.09 -0.63
C -0.963503 -0.661905 0.284630 1.13 -0.61 -0.73
H -0.928731 -1.578885 -0.350937 0.05 0.73 0.04
H 2.619463 1.290219 0.362950 -0.19 -0.08 -0.09
H 1.439355 -1.260436 -0.630927 0.18 0.19 0.28
N 2.502647 0.504999 -0.261648 0.19 -1.03 0.05
O -3.241319 -0.302245 -0.374424 -0.34 -0.76 0.09
H -1.133136 -1.064547 1.269320 0.02 0.07 0.68
N 0.236995 0.188566 0.250826 0.68 -0.56 0.19
O -2.002619 1.484580 -0.048508 0.49 -0.58 0.25
C 1.364639 -0.262594 -0.168645 -1.46 0.50 -0.28
H -1.054021 1.565206 0.166291 0.19 0.51 0.02
```
Positions in Å, forces in eV/Å.

Results
E_HOMO ... -9.7 eV
Maximum force ... 1.57 eV/Å
Relative energy (zero: lowest compared OMol25 entry of this formula, charge and spin) ... 26.3 kcal per mole
Kohn-Sham gap ... 10.31 eV

Here are the Löwdin charges for atoms 1 to 5, given in e: number 1, H, carries 0.093; number 2, C, carries -0.545; number 3, C, carries -0.132; number 4, H, carries 0.136; number 5, H, carries 0.098